Below is an isolated molecule of CH3N5S in a non-equilibrium geometry, with properties calculated with ωB97M-V with the def2-TZVPD basis set.

Each line ends with the Mulliken charge.
Atoms and positions in Å:
C 0.5713 -0.3350 -0.5578  0.45
H -2.7517 -0.1402 -0.3072  0.16
H -0.5193 0.4122 2.1791  0.28
H 1.5357 -0.8624 -2.1318  0.27
N -0.5566 0.0656 0.1711  0.04
N 0.0207 0.6316 1.3447  0.06
N 1.2790 0.3120 1.3622  -0.30
N 1.7065 -0.1989 0.2807  -0.22
N 0.5680 -0.7411 -1.7971  -0.63
S -1.8537 0.8563 -0.5439  -0.11

Properties
Largest force on an atom: 0.0688 hartree/bohr
SMILES string: [H]/N=c1\nn[nH]n1S
Gap between HOMO and LUMO: 9.299 eV
HOMO: -9.14 eV

---

Below is a structure of composition C20H30ClIrO2 in a non-equilibrium geometry, with properties calculated with ωB97M-V with the def2-TZVPD basis set.

Each line ends with the Löwdin spin population.
Atoms and positions in Å:
O -3.2312 -2.5144 -1.3998  0.00
C -2.9423 -3.9129 -1.7521  0.00
C -4.2648 -4.1070 -2.4949  0.00
H -2.8536 -4.5492 -0.8590  0.00
H -2.0548 -4.0055 -2.3946  0.00
C -4.5389 -2.6556 -2.0414  0.00
H -4.9442 -4.8372 -2.0628  0.00
H -4.1763 -4.2068 -3.5733  0.00
C -5.6998 -2.5869 -1.0688  0.00
H -5.6177 -3.3445 -0.2812  0.00
H -6.6287 -2.7844 -1.6181  0.00
H -5.7813 -1.5862 -0.6320  0.00
C -4.7303 -1.6982 -3.1978  0.00
H -3.9124 -1.7876 -3.9220  0.00
H -4.8052 -0.6714 -2.8213  0.00
H -5.6699 -1.9444 -3.7079  0.00
Ir 2.8452 2.2733 1.6012  1.90
C 3.7731 3.4980 0.0057  0.15
C 4.5029 2.3105 0.4006  0.04
C 3.7872 1.1797 -0.1556  0.24
H 5.4578 2.2915 0.9190  0.01
C 2.7704 1.6788 -1.0244  0.26
C 2.7254 3.0847 -0.8963  0.29
H 2.0245 3.7545 -1.3807  0.01
H 4.0644 4.5158 0.2689  0.01
H 4.0811 0.1370 -0.0351  0.01
H 2.1987 1.0623 -1.7094  0.01
C 2.4268 3.9811 2.9523  0.12
C 1.6079 4.1579 1.7876  0.15
C 0.7242 3.0418 1.6796  0.12
H 1.6788 4.9958 1.0963  0.01
C 0.9841 2.1669 2.7917  0.16
C 2.0200 2.7661 3.5903  0.16
H 2.4410 2.3673 4.5010  0.01
H 3.2185 4.6489 3.2889  0.01
H -0.0163 2.8682 0.9034  0.01
H 0.4693 1.2403 2.9976  0.01
O 0.9487 0.0112 0.7309  0.02
C -0.2142 0.2936 -0.0700  0.00
C -0.5214 -0.9633 -0.8613  0.00
H -0.0244 1.1649 -0.7182  0.00
H -1.0475 0.5730 0.5968  0.00
C 0.1294 -2.0710 -0.0053  0.00
H 0.0101 -0.9139 -1.8238  0.00
H -1.5912 -1.1019 -1.0302  0.00
C 1.3493 -1.3557 0.5508  0.00
H 0.3577 -2.9947 -0.5511  0.00
H -0.5471 -2.2872 0.8382  0.00
H 2.1956 -1.4254 -0.1520  0.00
H 1.6989 -1.7303 1.5168  0.00
Cl 2.7405 -0.2585 3.4761  0.08
C 3.7788 0.8252 2.5473  0.18
H 4.3474 0.1280 1.9255  0.01
H 4.4555 1.2777 3.2742  0.02

Properties
Largest force on an atom: 0.0798 hartree/bohr
2S+1: 5
Gap between HOMO and LUMO (spin up / spin down): 4.564 / 7.059 eV
HOMO (spin up / spin down): -3.92 / -8.31 eV

---

Below is a structure of composition C46H47CsN5O2P2 in a non-equilibrium geometry, with properties calculated with ωB97M-V with the def2-TZVPD basis set.

Each line ends with the Mulliken charge.
Atoms and positions in Å:
Cs 15.4487 13.6539 14.7738  1.10
C 12.6865 9.1299 15.8154  -0.82
C 13.1476 8.6873 17.0157  -0.58
C 14.2197 9.3054 17.6863  -0.59
C 14.7446 10.4640 17.1415  0.24
N 14.3639 10.8323 15.9376  0.13
C 13.3877 10.2091 15.2824  -0.34
C 15.8285 11.2916 17.8391  0.52
C 16.2739 10.9669 19.1267  -0.61
C 17.3351 11.6044 19.6674  -0.55
C 18.0057 12.5758 18.9049  -0.85
C 17.4662 12.8225 17.6452  -0.27
N 16.4044 12.2236 17.1133  0.23
H 11.9368 8.6590 15.2334  0.53
H 12.8219 7.7182 17.4434  0.34
H 14.5730 8.9715 18.6609  0.31
H 13.1265 10.7105 14.3604  0.69
H 15.6523 10.2240 19.7100  0.20
H 17.5650 11.4250 20.7163  0.40
H 18.9708 13.0634 19.2080  0.43
H 17.9093 13.5158 16.9724  0.48
C 17.3373 16.3602 18.9372  -1.46
C 17.1870 16.2430 17.4331  0.70
O 16.4664 15.3641 16.9435  -0.47
N 17.8642 17.1617 16.7136  -0.10
C 18.0624 17.1421 15.2501  -1.12
C 19.0525 16.1074 14.6903  0.64
C 20.2945 16.4130 14.2021  -0.74
C 21.1306 15.4509 13.6330  -0.35
C 20.6362 14.1345 13.5424  -0.86
C 19.3175 13.9759 13.9797  -0.14
N 18.5167 14.8832 14.4737  0.05
H 16.5718 15.8880 19.4811  0.36
H 17.3906 17.3837 19.2823  0.46
H 18.2988 15.9431 19.2245  0.30
H 18.3900 17.8387 17.2598  0.23
H 18.2820 18.1056 14.8013  0.54
H 17.1532 16.7806 14.8299  0.18
H 20.6641 17.4270 14.1739  0.39
H 22.0344 15.6954 13.1512  0.44
H 21.2331 13.3627 13.0661  0.44
H 18.8899 13.0075 13.7656  0.48
C 12.2066 14.7268 10.2510  -1.11
C 12.8085 13.2892 9.8270  -0.94
P 13.0679 12.1566 11.2839  0.76
C 13.7230 10.7782 10.3143  0.77
C 14.6168 10.9942 9.2923  -0.65
C 15.3191 9.9471 8.7177  -0.48
C 15.1266 8.6294 9.0822  -0.79
C 14.2449 8.4409 10.1189  -0.53
C 13.5597 9.4533 10.7214  -0.50
C 11.2524 11.6638 11.6188  0.62
C 10.5018 10.8970 10.6876  -0.51
C 9.1180 10.6856 10.9239  -0.93
C 8.4463 11.3492 11.9296  -0.35
C 9.1902 12.0506 12.8508  -0.59
C 10.5480 12.2086 12.6623  -0.57
P 12.3585 15.8550 8.6960  -0.23
C 11.1548 15.0017 7.5857  0.54
C 11.1701 15.6375 6.3158  -0.22
C 10.1780 15.4702 5.3909  -0.76
C 9.1362 14.6479 5.7158  -0.29
C 9.0578 14.0347 6.9762  -0.92
C 9.9878 14.2924 7.9394  -0.08
C 11.2976 17.2552 9.2897  0.46
C 11.9238 18.3089 9.9739  -0.40
C 11.2780 19.4423 10.4158  -0.55
C 9.8820 19.5461 10.3675  -0.39
C 9.1969 18.4856 9.7317  -0.57
C 9.8844 17.3914 9.2142  -0.11
H 12.8820 15.1183 11.0663  0.52
H 11.2003 14.6587 10.6126  0.47
H 13.8363 13.4517 9.3521  0.21
H 12.1184 12.8413 9.0974  0.51
H 14.8487 11.9936 8.9457  0.17
H 15.9936 10.2410 7.9545  0.44
H 15.7211 7.8645 8.5614  0.37
H 14.1096 7.4267 10.4943  0.40
H 12.8422 9.1046 11.4489  0.49
H 11.0807 10.5209 9.8934  0.62
H 8.5229 10.0852 10.2867  0.43
H 7.3466 11.3082 11.9139  0.38
H 8.7069 12.5025 13.7286  0.39
H 11.0710 12.8371 13.3448  0.45
H 12.0898 16.2572 6.1659  0.30
H 10.1800 16.1722 4.5884  0.40
H 8.3600 14.3979 4.9741  0.33
H 8.1872 13.4157 7.0837  0.41
H 9.9000 13.8837 8.9353  0.47
H 13.0073 18.2479 9.9511  0.33
H 11.9410 20.2748 10.7444  0.31
H 9.2779 20.4247 10.7035  0.33
H 8.1219 18.4013 9.6033  0.39
H 9.3187 16.6217 8.7354  0.25
C 17.3812 8.9860 14.4438  -1.02
C 17.2497 9.8602 13.2356  0.67
N 17.0289 9.3997 12.0167  -0.34
O 17.3169 11.0645 13.3949  -0.63
H 18.0482 9.4588 15.1442  0.25
H 17.8858 8.0785 14.2001  0.47
H 16.4080 8.7570 14.7741  0.22
H 16.8590 8.4279 11.9123  0.25
H 16.5510 10.0822 11.3802  0.14

Properties
Largest force on an atom: 0.0569 hartree/bohr
Total charge: +1
Gap between HOMO and LUMO: 8.186 eV
HOMO: -10.09 eV

---

Below is a cluster of 2 separate species, BrH2IO2Si in total in a non-equilibrium geometry, with properties calculated with ωB97M-V with the def2-TZVPD basis set.

Each line ends with the Mulliken charge.
Atoms and positions in Å:
O 0.6562 -1.2862 -1.3995  -0.39
O 1.4796 0.0129 1.0614  -0.54
Si 0.4655 -0.6034 0.0094  0.53
Br -1.1501 2.6935 0.3852  -0.23
I -1.8451 -1.1906 0.2528  0.02
H 1.4074 -1.6934 -1.9782  0.38
H -1.0135 2.0671 1.6689  0.23

Properties
Largest force on an atom: 0.0817 hartree/bohr
SMILES string: O=[Si](O)I.Br
Gap between HOMO and LUMO: 9.659 eV
HOMO: -10.17 eV

---

Below is the ion C6H11N with charge +1 in a non-equilibrium geometry, with properties calculated with ωB97M-V with the def2-TZVPD basis set.

Each line ends with the Löwdin spin population.
Atoms and positions in Å:
C 2.4593 0.5731 1.1576  0.00
N 1.1021 0.2735 1.0418  0.00
C 0.3790 0.6558 -0.1354  0.01
C 0.2761 1.9634 -0.7937  0.48
C -2.5858 -1.6455 -0.6419  0.05
C -1.2611 -1.2115 -0.0695  0.30
C -0.4076 -0.4015 -0.7168  0.09
H 2.6519 0.7691 2.2002  0.00
H 3.1091 -0.2979 1.0387  0.00
H 2.7254 1.3860 0.5333  0.00
H 0.6135 0.6872 1.8310  -0.01
H 0.6757 1.8468 -1.7650  0.02
H 0.2201 2.9440 -0.2400  0.02
H -3.2691 -1.9460 0.1311  0.00
H -2.6239 -2.4231 -1.3965  0.02
H -2.8934 -0.8116 -1.2053  0.01
H -1.0102 -1.8324 0.8513  0.00
H -0.1609 -0.5293 -1.8209  0.00

Properties
Largest force on an atom: 0.0892 hartree/bohr
2S+1: 2
Total charge: +1
Gap between HOMO and LUMO (spin up / spin down): 8.251 / 6.774 eV
HOMO (spin up / spin down): -13.63 / -13.68 eV

---

Below is a structure of composition C25H25AuCl2N8O3, with properties calculated with ωB97M-V with the def2-TZVPD basis set.

Each line ends with the Löwdin spin population.
Atoms and positions in Å:
Au -0.2978 0.1019 0.1916  0.60
N -0.3209 0.3161 -2.0050  0.08
C 1.0266 -0.0077 -2.5382  0.00
C 0.9991 -0.5137 -3.9793  0.00
C 0.1896 -1.7785 -4.2827  0.00
C 0.6761 -3.0611 -3.6090  0.00
N 2.0888 -3.3327 -3.8481  0.00
C 2.6074 -3.9329 -4.9053  0.00
N 1.8357 -4.4984 -5.8382  0.00
N 3.9341 -3.9819 -5.0452  0.00
C 1.8369 -0.8957 -1.5732  0.01
O 2.8027 -1.5040 -2.0114  0.01
O 1.5026 -0.8927 -0.3345  0.15
H -1.0207 -0.3318 -2.3560  0.00
H -0.6063 1.2488 -2.2850  0.00
H 1.5838 0.9339 -2.5427  0.00
H 2.0356 -0.6573 -4.2856  0.00
H 0.6090 0.2900 -4.6084  0.00
H 0.2119 -1.9164 -5.3669  0.00
H -0.8687 -1.6511 -4.0348  0.00
H 0.0685 -3.9112 -3.9234  0.00
H 0.5641 -3.0083 -2.5256  0.00
H 2.7057 -2.8123 -3.2210  0.00
H 0.8406 -4.5552 -5.7221  0.00
H 2.2413 -5.0180 -6.5987  0.00
H 4.5362 -3.5380 -4.3722  0.00
H 4.3661 -4.4461 -5.8255  0.00
Cl -4.3708 2.6491 2.0964  0.07
C -3.0231 2.0999 2.9593  0.18
C -2.9265 2.2989 4.3264  -0.02
C -1.8239 1.8532 5.0338  0.21
Cl -1.7556 2.1206 6.7075  0.10
C -0.7317 1.1732 4.3817  0.02
C 0.4220 0.7097 5.0340  0.02
C 1.4037 0.0853 4.3035  0.01
C 1.2339 -0.0783 2.9267  0.01
N 0.1470 0.3531 2.3084  0.08
C -0.8235 0.9688 3.0067  0.06
C -1.9812 1.4255 2.2332  0.11
O -2.0407 1.2339 0.9987  0.30
H -3.7246 2.8093 4.8469  0.00
H 0.5308 0.8491 6.1006  0.00
H 2.3061 -0.2733 4.7763  0.00
H 1.9835 -0.5519 2.3050  0.00
N -0.6782 -10.5337 2.8384  0.00
C -0.8753 -9.4697 2.4577  0.00
C -1.1223 -8.1342 1.9784  0.00
C -2.0852 -7.9127 0.9982  0.00
C -2.3146 -6.6312 0.5301  0.00
C -1.5904 -5.5720 1.0554  0.00
C -0.6393 -5.7814 2.0430  0.00
C -0.3991 -7.0651 2.4984  0.00
N -1.8284 -4.2486 0.5727  0.00
C -3.0285 -3.7396 0.1294  0.00
C -2.7805 -2.4541 -0.2329  0.00
N -1.4480 -2.1611 -0.0302  0.00
C -0.9129 -3.2592 0.4537  0.00
H -2.6444 -8.7462 0.5973  0.00
H -3.0443 -6.4695 -0.2510  0.00
H -0.1039 -4.9501 2.4803  0.00
H 0.3381 -7.2408 3.2693  0.00
H -3.9389 -4.3100 0.1466  0.00
H -3.4781 -1.7218 -0.6015  0.00
H 0.1322 -3.3919 0.6787  0.00

Properties
Largest force on an atom: 0.0085 hartree/bohr
2S+1: 3
Total charge: +2
Gap between HOMO and LUMO (spin up / spin down): 7.609 / 5.780 eV
HOMO (spin up / spin down): -13.49 / -13.49 eV

---

The records above yield energy relative to the best compared isomer or geometry (same formula, charge and spin) values of 83.6, 0.0, 135.0, 287.4, 408.0, 18.6 kJ/mol, respectively.